# 1
The following is a DFT calculation (ωB97M-V/def2-TZVPD) of a cluster of 2 separate species, C9H14BBrNO4PS in total.

Each line ends with the Mulliken charge.
CARTESIAN COORDINATES (ANGSTROEM)
Br (-2.026, -2.766, 0.091)  -0.24
S (-0.906, -0.552, -2.401)  -0.22
P (-0.065, -3.301, -0.829)  0.05
O (-3.077, 4.177, 4.314)  -0.61
O (-2.919, 5.300, 2.487)  -0.61
O (3.822, -0.475, -2.133)  -0.57
O (-0.547, -3.843, -2.315)  -0.50
N (-2.819, 4.278, 3.133)  1.01
C (-2.348, 3.067, 2.429)  -0.02
C (1.692, -0.817, -0.952)  -0.67
C (3.528, -2.610, -1.149)  -1.36
C (2.825, -1.443, -1.829)  0.58
C (-2.025, 3.162, 1.088)  -0.39
C (-1.591, 2.021, 0.432)  -0.36
C (-1.820, 0.750, 2.467)  -0.56
C (-1.492, 0.820, 1.120)  0.13
C (-2.253, 1.883, 3.137)  -0.35
B (0.329, -1.449, -1.362)  0.51
H (1.924, -0.982, 0.105)  0.32
H (-2.514, 1.856, 4.184)  0.46
H (3.602, -2.448, -0.072)  0.31
H (-2.113, 4.108, 0.576)  0.46
H (-1.742, -0.190, 2.997)  0.40
H (-1.332, 2.067, -0.618)  0.34
H (1.692, 0.260, -1.131)  0.28
H (-1.163, -0.077, 0.610)  -0.06
H (0.009, -4.585, -2.578)  0.33
H (3.461, 0.169, -2.749)  0.32
H (-0.063, -0.338, -3.421)  0.12
H (4.542, -2.687, -1.541)  0.40
H (3.008, -3.553, -1.323)  0.32
H (2.380, -1.803, -2.769)  0.15

Frontier orbital gap = 8.34 eV
HOMO = -9.1 eV
Molar mass = 353.97 g mol⁻¹
Net charge = 0
LUMO energy = -0.791 eV
Energy = -4045.4132 a.u.
Spin multiplicity = 1
SMILES string = C[C@H](O)CB(S)P(O)Br.O=[N+]([O-])c1ccccc1



# 2
The following is a DFT calculation (ωB97M-V/def2-TZVPD) of a structure of composition C9H14Br2Cl3F3N.

Each line ends with the Mulliken charge.
CARTESIAN COORDINATES (ANGSTROEM)
Br (-0.023, 3.648, -2.601)  -0.08
Br (1.746, 1.755, -0.665)  -0.05
Cl (-3.558, 3.992, 3.822)  -0.12
Cl (-0.705, 4.535, 3.963)  -0.12
Cl (-1.712, 1.877, 4.569)  -0.15
F (-1.834, 1.770, -2.087)  -0.21
F (-0.389, 2.074, 0.891)  -0.26
F (-1.771, 3.339, -0.622)  -0.20
N (1.074, -2.518, 0.783)  -0.16
C (-0.166, 1.618, -0.382)  0.24
C (2.211, -1.748, 0.124)  -0.37
C (1.969, -1.902, -1.372)  -0.87
C (-1.942, 3.338, 3.595)  0.59
C (-1.004, 2.558, -1.369)  0.60
C (0.436, -1.971, -1.511)  0.28
C (-0.662, 0.171, -0.431)  -0.82
C (-0.327, -0.644, -1.696)  -0.83
C (0.049, -2.830, -0.298)  -1.04
H (-1.836, 3.061, 2.555)  -0.21
H (2.409, -2.817, -1.783)  0.35
H (-0.961, -2.731, 0.111)  0.37
H (0.224, -0.020, -2.411)  0.43
H (0.188, -3.884, -0.561)  0.42
H (3.174, -2.078, 0.522)  0.41
H (-1.751, 0.246, -0.316)  0.43
H (2.073, -0.700, 0.408)  0.05
H (-1.270, -0.901, -2.195)  0.35
H (2.393, -1.040, -1.899)  0.38
H (1.380, -3.380, 1.234)  0.39
H (0.203, -2.589, -2.388)  0.51
H (0.681, -1.927, 1.517)  0.36
H (-0.299, -0.302, 0.491)  0.32

Frontier orbital gap = 9.53 eV
HOMO = -12.9 eV
Molar mass = 459.38 g mol⁻¹
Net charge = +1
LUMO energy = -3.387 eV
Energy = -7234.0381 a.u.
Spin multiplicity = 1



# 3
The following is a DFT calculation (ωB97M-V/def2-TZVPD) of a structure of composition C9H14BrF12NO13S4V at a distorted geometry.

Each line ends with the Mulliken charge.
CARTESIAN COORDINATES (ANGSTROEM)
Br (-14.012, -4.109, 2.471)  -0.81
V (-16.481, -4.281, 3.292)  0.91
S (-17.677, -7.075, 1.590)  0.99
S (-16.184, -6.168, 6.354)  1.15
S (-16.348, -0.854, 4.825)  1.14
S (-19.946, -4.167, 4.320)  1.10
F (-17.355, -4.100, 7.895)  -0.19
F (-15.279, 0.260, 2.555)  -0.23
F (-20.996, -5.607, 2.345)  -0.16
F (-16.894, -8.888, -0.370)  -0.22
F (-16.050, -5.509, 9.081)  -0.21
F (-16.711, 1.574, 3.501)  -0.23
F (-15.107, -3.962, 7.724)  -0.23
F (-15.337, -7.640, 0.144)  -0.24
F (-20.870, -6.697, 4.363)  -0.20
F (-22.284, -5.071, 4.001)  -0.23
F (-17.489, -0.024, 2.419)  -0.24
F (-15.772, -9.148, 1.584)  -0.20
O (-15.095, -0.616, 5.554)  -0.63
O (-17.326, -2.955, 1.432)  -0.40
O (-16.392, -2.231, 4.208)  -0.43
O (-15.004, -7.049, 6.421)  -0.69
O (-18.634, -4.362, 3.715)  -0.02
O (-20.510, -2.947, 3.725)  -0.71
O (-17.316, -7.018, 6.726)  -0.72
O (-17.615, -0.520, 5.467)  -0.66
O (-16.255, -5.462, 5.061)  -0.60
O (-18.737, -7.901, 2.178)  -0.67
O (-18.142, -6.216, 0.552)  -0.58
O (-20.000, -4.201, 5.799)  -0.65
O (-16.822, -6.284, 2.542)  -0.46
N (-19.992, -3.185, -1.398)  5.04
C (-20.842, -4.301, -0.737)  -1.34
C (-18.611, -2.714, 0.843)  0.08
C (-16.365, -8.289, 0.730)  0.36
C (-18.597, -3.108, -0.609)  -0.44
C (-21.067, -5.506, 3.746)  0.53
C (-19.745, -3.477, -2.907)  -3.02
C (-20.580, -1.778, -1.309)  -2.68
C (-16.191, -4.838, 7.926)  0.47
C (-16.434, 0.349, 3.219)  0.51
H (-19.837, -1.045, -1.624)  0.32
H (-21.095, -4.018, 0.285)  0.03
H (-21.794, -4.387, -1.261)  0.46
H (-20.326, -5.261, -0.729)  0.07
H (-16.854, -2.210, 1.051)  0.20
H (-20.764, -1.818, -0.235)  -0.07
H (-19.232, -3.409, 1.409)  -0.25
H (-18.874, -1.692, 1.113)  0.10
H (-20.620, -3.253, -3.516)  0.56
H (-17.958, -2.440, -1.186)  0.48
H (-18.080, -4.044, -0.820)  0.14
H (-19.487, -4.536, -2.913)  -0.22
H (-19.000, -2.762, -3.256)  0.26
H (-21.407, -1.708, -2.015)  0.77

Frontier orbital gap (spin up / spin down) = 3.32 / 7.35 eV
HOMO (spin up / spin down) = 2.7 / -1.2 eV
Molar mass = 831.30 g mol⁻¹
Net charge = -3
<S²> = 6.004
LUMO energy (spin up / spin down) = 6.061 / 6.103 eV
Energy = -7693.4031 a.u.
Spin multiplicity = 5



# 4
The following is a DFT calculation (ωB97M-V/def2-TZVPD) of a cluster of 2 separate species, C9H14ClN in total at a distorted geometry.

Each line ends with the Mulliken charge.
CARTESIAN COORDINATES (ANGSTROEM)
Cl (3.610, -1.395, -0.276)  -0.29
N (1.022, -1.133, -0.085)  -0.09
C (-2.474, -1.309, -0.784)  -0.62
C (-1.361, -1.750, 0.159)  -0.55
C (-2.254, 0.193, -1.145)  -1.04
C (2.856, 1.893, 1.755)  -0.54
C (2.137, -0.376, -0.408)  -0.39
C (-0.397, 1.605, 0.063)  -1.48
C (-0.246, -0.827, -0.274)  -0.18
C (-0.718, 0.496, -0.921)  0.59
C (3.495, 1.398, 2.635)  -0.21
H (-2.477, -1.879, -1.642)  0.42
H (-1.746, -1.546, 1.194)  0.28
H (3.954, 0.943, 3.387)  0.47
H (2.181, 2.377, 1.006)  0.35
H (1.325, -1.938, 0.587)  0.33
H (-2.646, 0.320, -2.175)  0.27
H (-1.175, -2.920, 0.152)  0.26
H (2.173, 0.177, -1.372)  0.25
H (-0.128, 0.672, -1.851)  0.49
H (-0.564, 1.275, 1.037)  0.57
H (-3.455, -1.436, -0.245)  0.25
H (-0.902, 2.469, -0.226)  0.48
H (-2.858, 0.832, -0.542)  0.39
H (0.650, 1.859, -0.031)  -0.02

Energy above the lowest of the compared OMol25 structures with the same formula, charge and spin = 3.669 eV
Frontier orbital gap (spin up / spin down) = 7.44 / 7.44 eV
HOMO (spin up / spin down) = -6.6 / -6.6 eV
Molar mass = 171.67 g mol⁻¹
Net charge = 0
LUMO energy (spin up / spin down) = 0.827 / 0.828 eV
Energy = -866.0837 a.u.
Spin multiplicity = 1



# 5
The following is a DFT calculation (ωB97M-V/def2-TZVPD) of a structure of composition C9H14ClN2O8PrSi at a distorted geometry.

Each line ends with the Mulliken charge.
CARTESIAN COORDINATES (ANGSTROEM)
Pr (1.015, 0.748, -1.107)  1.05
Cl (-0.154, 3.343, -1.093)  1.83
Si (-1.043, -1.625, -0.881)  0.37
O (-0.335, 2.609, 0.239)  -0.51
O (-0.799, 4.629, -1.068)  -0.59
O (1.380, -1.671, 0.602)  -0.42
O (3.995, 2.311, -2.981)  -0.50
O (1.299, 3.430, -1.362)  -0.59
O (-0.715, 2.366, -2.195)  -0.55
O (3.390, 1.118, -1.223)  -0.55
O (2.253, 0.975, -3.193)  -0.58
N (3.239, 1.492, -2.507)  1.17
N (0.819, -1.848, -0.693)  -0.54
C (1.706, 0.397, 1.820)  -0.51
C (-1.119, -1.246, -2.705)  -0.97
C (0.173, 0.910, 3.604)  -0.52
C (-1.662, -3.320, -0.475)  -1.16
C (1.174, 1.319, 2.725)  -0.44
C (-0.361, -0.368, 3.530)  -0.30
C (-2.041, -0.302, -0.050)  -0.83
C (1.000, -0.804, 1.628)  0.36
C (0.069, -1.243, 2.537)  -0.52
H (-0.847, -2.161, -3.240)  0.30
H (-1.329, -4.058, -1.211)  0.29
H (2.645, 0.596, 1.286)  0.79
H (-3.007, -0.823, 0.065)  0.35
H (1.523, 2.343, 2.747)  0.46
H (-1.749, 0.049, 0.945)  0.27
H (-0.339, -2.243, 2.472)  0.44
H (-2.139, -0.941, -2.980)  0.32
H (-1.170, -0.665, 4.193)  0.38
H (-1.251, -3.673, 0.478)  0.26
H (-2.197, 0.553, -0.708)  0.35
H (-0.421, -0.475, -3.087)  0.32
H (-2.748, -3.333, -0.429)  0.39
H (-0.252, 1.611, 4.313)  0.37

Energy above the lowest of the compared OMol25 structures with the same formula, charge and spin = 0.384 eV
Frontier orbital gap (spin up / spin down) = 6.92 / 7.52 eV
HOMO (spin up / spin down) = -7.9 / -8.0 eV
Molar mass = 482.66 g mol⁻¹
Net charge = 0
<S²> = 2.010
LUMO energy (spin up / spin down) = -0.969 / -0.443 eV
Energy = -2329.0875 a.u.
Spin multiplicity = 3



# 6
The following is a DFT calculation (ωB97M-V/def2-TZVPD) of a structure of composition C9H14EuN2P at a distorted geometry.

Each line ends with the Mulliken charge.
CARTESIAN COORDINATES (ANGSTROEM)
Eu (0.638, 0.420, 0.722)  0.06
P (-0.746, 2.955, 0.425)  -0.30
N (-0.864, -1.049, 4.469)  0.32
N (-0.417, -1.086, 2.312)  -0.33
C (-0.764, -2.395, 4.101)  -0.42
C (0.498, -0.160, -2.430)  -0.57
C (-1.141, -0.598, 5.832)  -1.01
C (1.514, -1.039, -1.879)  -0.58
C (0.864, -2.231, -1.441)  -0.51
C (-0.654, -0.297, 3.368)  0.00
C (-0.501, -2.408, 2.763)  -0.57
C (-0.754, -0.833, -2.338)  -0.51
C (-0.539, -2.097, -1.698)  -0.42
H (2.594, -0.866, -1.923)  0.39
H (-1.181, 0.496, 5.864)  0.33
H (-1.742, 3.236, 1.431)  0.01
H (-0.360, -0.950, 6.523)  0.32
H (-1.301, -2.851, -1.479)  0.36
H (-1.257, 3.722, -0.686)  0.01
H (-1.711, -0.460, -2.712)  0.37
H (-0.704, 0.800, 3.343)  0.13
H (-0.884, -3.191, 4.812)  0.38
H (1.360, -3.109, -1.013)  0.36
H (0.335, 3.816, 0.860)  0.03
H (-0.364, -3.235, 2.080)  0.43
H (-2.099, -1.004, 6.187)  0.32
H (0.689, 0.799, -2.922)  0.37

Energy above the lowest of the compared OMol25 structures with the same formula, charge and spin = 3.531 eV
Frontier orbital gap (spin up / spin down) = 2.65 / 4.60 eV
HOMO (spin up / spin down) = 0.0 / -2.0 eV
Molar mass = 333.16 g mol⁻¹
Net charge = -1
<S²> = 15.779
LUMO energy (spin up / spin down) = 2.668 / 2.565 eV
Energy = -1512.2841 a.u.
Spin multiplicity = 8



# 7
The following is a DFT calculation (ωB97M-V/def2-TZVPD) of a cluster of 2 separate species, C9H14F2Si2 in total at a distorted geometry.

Each line ends with the Mulliken charge.
CARTESIAN COORDINATES (ANGSTROEM)
Si (0.080, 1.825, -2.273)  0.68
Si (-0.410, -1.313, -0.297)  0.05
F (0.284, 1.722, -0.590)  -0.30
F (0.102, 3.467, -2.411)  -0.34
C (1.599, 1.220, -3.135)  -1.03
C (-1.654, 1.124, -2.579)  -1.01
C (2.744, -0.193, 2.208)  -0.45
C (2.217, 0.265, 3.368)  -0.39
C (-1.946, -2.146, 0.470)  -1.10
C (0.013, -0.224, 2.452)  -0.17
C (1.974, -0.571, 1.130)  -0.41
C (0.778, 0.210, 3.531)  -0.51
C (0.578, -0.729, 1.244)  0.40
H (1.448, 0.185, -3.272)  0.35
H (-1.778, -2.942, 1.308)  0.34
H (0.149, 0.536, 4.319)  0.38
H (-2.089, 0.958, -1.653)  0.30
H (2.943, 0.399, 4.212)  0.29
H (2.512, 1.208, -2.479)  0.29
H (-2.855, -1.611, 0.772)  0.39
H (2.516, -1.131, 0.347)  0.31
H (-2.371, -2.853, -0.427)  0.25
H (-1.637, 0.220, -3.180)  0.35
H (-1.053, -0.124, 2.607)  0.26
H (3.790, -0.422, 2.178)  0.35
H (-2.176, 1.920, -3.196)  0.32
H (1.848, 1.654, -4.067)  0.39

Energy above the lowest of the compared OMol25 structures with the same formula, charge and spin = 3.124 eV
Frontier orbital gap = 7.65 eV
HOMO = -8.2 eV
Molar mass = 216.38 g mol⁻¹
Net charge = 0
LUMO energy = -0.580 eV
Energy = -1130.1084 a.u.
Spin multiplicity = 1



# 8
The following is a DFT calculation (ωB97M-V/def2-TZVPD) of the ion C9H14FN2 with charge +1 at a distorted geometry.

Each line ends with the Mulliken charge.
CARTESIAN COORDINATES (ANGSTROEM)
F (-3.254, -1.197, 0.593)  -0.29
N (0.680, 1.264, 1.483)  0.06
N (-0.052, 2.588, -0.641)  -0.74
C (-1.144, 0.531, -1.734)  -0.64
C (0.310, 0.332, 0.360)  0.09
C (-2.138, -0.561, 0.127)  0.29
C (1.038, -2.128, -0.233)  -0.40
C (-2.160, -0.217, -1.223)  -0.39
C (1.635, -1.914, 1.070)  -0.61
C (0.041, 1.030, -1.024)  0.07
C (1.466, -0.710, 0.112)  -0.47
C (-1.050, -0.530, 0.908)  -0.96
H (0.246, 0.818, 2.325)  0.45
H (-3.081, -0.382, -1.885)  0.39
H (1.455, -2.842, -0.935)  0.37
H (2.523, -2.433, 1.395)  0.37
H (0.430, 2.253, 1.167)  0.36
H (0.984, -1.961, 1.978)  0.09
H (2.206, -0.132, -0.480)  0.55
H (1.735, 1.190, 1.561)  0.43
H (-0.066, -2.035, -0.284)  0.14
H (0.400, 3.163, -1.368)  0.29
H (-0.894, -0.953, 1.884)  0.49
H (0.846, 1.013, -1.669)  0.50
H (-1.134, 0.815, -2.869)  0.31
H (-1.023, 2.998, -0.619)  0.26

Energy above the lowest of the compared OMol25 structures with the same formula, charge and spin = 1.935 eV
Frontier orbital gap = 8.88 eV
HOMO = -12.7 eV
Molar mass = 169.22 g mol⁻¹
Net charge = +1
LUMO energy = -3.785 eV
Energy = -560.3495 a.u.
Spin multiplicity = 1
SMILES string = N[C@@H]1C=CC(F)=C[C@@]1([NH3+])C1CC1



# 9
The following is a DFT calculation (ωB97M-V/def2-TZVPD) of a structure of composition C9H14InN2P at a distorted geometry.

Each line ends with the Mulliken charge.
CARTESIAN COORDINATES (ANGSTROEM)
In (-1.319, -2.007, -0.376)  0.33
P (0.018, -4.223, -0.705)  -0.24
N (-0.190, -0.632, 0.924)  -0.20
N (-0.180, 0.416, 2.854)  0.15
C (-0.587, 0.702, -3.074)  -0.43
C (-0.626, 1.195, 3.992)  -0.86
C (-0.939, 0.056, 1.796)  -0.11
C (1.071, -0.810, 1.494)  -0.56
C (0.783, 0.798, -2.614)  -0.40
C (1.101, -0.121, 2.664)  -0.29
C (0.012, 2.939, -3.026)  -0.40
C (1.132, 2.174, -2.559)  -0.73
C (-1.044, 2.028, -3.341)  -0.69
H (1.890, -0.037, 3.390)  0.41
H (-1.356, 1.949, 3.673)  0.34
H (-1.156, -0.229, -3.168)  0.29
H (2.079, 2.575, -2.199)  0.35
H (0.234, 1.707, 4.435)  0.32
H (-1.081, 0.545, 4.756)  0.31
H (-1.989, 0.323, 1.688)  0.39
H (1.809, -1.409, 0.987)  0.43
H (1.420, -0.044, -2.354)  0.39
H (1.318, -4.066, -1.310)  0.16
H (-2.031, 2.306, -3.706)  0.38
H (0.280, -4.989, 0.482)  0.13
H (-0.028, 4.023, -3.130)  0.39
H (-0.618, -5.170, -1.574)  0.15

Energy above the lowest of the compared OMol25 structures with the same formula, charge and spin = 0.000 eV
Frontier orbital gap = 4.18 eV
HOMO = -5.0 eV
Molar mass = 296.02 g mol⁻¹
Net charge = 0
LUMO energy = -0.778 eV
Energy = -992.1504 a.u.
Spin multiplicity = 1